[1]
Density functional theory data (ωB97M-V/def2-TZVPD) for a 3-piece molecular cluster, C24H34IO8S overall.

```
68
Properties=species:S:1:pos:R:3:mulliken_charge:R:1
I -3.68 -6.20 -2.37 0.265
C 2.86 2.24 3.20 0.955
H 3.34 -3.66 -2.78 0.299
C 3.10 3.70 3.45 0.471
C 1.34 -0.02 -3.29 -1.077
C 2.03 -2.15 -2.01 0.259
H 3.66 -4.25 -0.52 0.322
C 4.30 4.16 3.84 -0.850
H -5.15 -3.55 -1.92 0.592
C -4.50 -2.91 -2.51 -0.678
O -5.89 2.75 1.70 -0.580
H -2.13 -3.57 -2.46 0.339
S -3.19 -4.00 -3.17 0.011
O 1.75 1.89 2.85 -0.588
H -4.72 -1.07 -1.53 0.333
H 1.18 -2.07 -1.34 -0.316
H 6.95 1.57 4.21 0.366
H 4.49 5.21 4.02 0.449
H -2.34 -1.58 -3.14 0.459
O -4.92 3.63 3.99 -0.597
H 1.66 -4.08 -2.79 0.370
H 0.35 -0.10 -0.99 0.639
C 2.43 -3.60 -2.19 -0.871
O 2.07 4.52 3.27 -0.563
H -3.74 -2.21 -0.65 0.437
C -1.56 -0.98 -1.24 0.179
H 2.46 -1.67 -4.06 0.501
C -0.55 0.13 -1.55 -0.321
H 0.65 -3.92 -0.16 0.115
H -6.26 2.98 2.58 0.373
H -0.70 -0.37 -3.70 0.288
H 0.79 -2.05 -3.76 0.195
C 1.65 -1.53 -3.34 -0.608
H -2.99 -0.10 -2.55 0.522
C 2.66 -4.39 -0.90 -0.500
H -5.07 -2.57 -3.36 0.359
C -3.75 2.79 0.74 -1.088
O -0.53 3.73 2.31 -0.470
H -4.09 2.44 -0.22 0.510
C 5.41 3.23 4.02 1.066
C -4.59 2.98 1.78 0.369
C -4.10 3.47 3.11 0.962
C 3.97 1.32 3.37 -1.155
C -2.33 3.06 0.91 1.209
O -1.51 2.91 0.02 -0.719
H 1.59 0.40 -4.26 0.435
C -1.85 3.53 2.24 -0.017
H -0.91 1.08 -1.17 -0.032
H -1.04 -1.93 -1.12 -0.543
H 3.78 0.27 3.18 0.456
C -2.67 3.72 3.27 -0.940
H 2.85 -1.57 -1.60 0.256
H -0.31 1.31 -3.32 0.394
H 1.28 3.99 3.05 0.386
H -0.18 3.51 1.43 0.353
C -3.93 -1.80 -1.64 -0.859
H 1.96 0.44 -2.53 0.433
C 5.17 1.77 3.76 0.336
C -2.70 -1.10 -2.24 -0.857
H -2.33 4.06 4.24 0.456
H -1.99 -0.76 -0.27 0.504
C -0.14 0.28 -3.03 -0.853
H 2.60 -5.45 -1.14 0.361
C 1.65 -4.10 0.22 -0.982
H 1.63 -4.94 0.91 0.391
H 1.98 -3.24 0.80 0.264
O 6.52 3.56 4.38 -0.605
O 6.22 0.99 3.93 -0.570
```

## Properties
charge = +1
E_tot = -60746.90459 eV
maximum force = 0.9 eV/Å
HOMO-LUMO gap = 5.128 eV
LUMO = -5.856 eV
HOMO = -0.4037 Eh

***

[2]
Density functional theory data (ωB97M-V/def2-TZVPD) for a 10-piece molecular cluster, C9H36NO12 overall.

```
58
Properties=species:S:1:pos:R:3:mulliken_charge:R:1
O 0.81 3.14 -1.96 -0.541
H 0.46 0.28 -4.70 0.157
H 2.62 0.37 -1.86 0.067
H -2.62 0.70 1.97 -0.025
O -0.22 -0.43 0.95 -0.901
O 0.17 -1.57 3.47 -0.529
H 2.15 -4.40 -3.07 0.252
O -0.44 2.88 4.03 -0.566
C -0.59 -0.03 -4.64 -0.524
O 4.20 0.81 -3.15 -0.594
H -1.01 -0.18 4.50 -0.021
H -1.23 0.86 -4.52 0.190
H -4.99 1.13 2.18 0.301
C 0.75 -4.53 1.23 -0.219
H -1.88 -1.60 3.88 0.250
H 2.39 2.68 -0.68 0.183
C 1.61 3.44 -0.83 -0.146
H 2.19 1.02 -3.48 0.241
H 3.30 -3.90 -1.07 0.350
O -4.48 0.85 2.95 -0.596
C 2.58 -3.24 -1.57 -0.289
C -3.14 1.27 2.74 -0.152
H -0.40 -6.04 0.78 0.258
C -0.93 -1.26 4.30 -0.392
O -0.33 -5.11 0.53 -0.491
H 4.77 0.32 -2.55 0.289
O 1.65 -3.92 -2.40 -0.478
O -0.24 -1.69 -0.81 -0.651
H -1.58 2.85 -0.50 0.114
C 0.24 2.48 2.82 -0.321
H 3.12 -2.49 -2.15 0.213
H 2.08 4.41 -1.00 0.327
H -2.59 2.02 -1.76 0.296
H -2.69 1.55 -0.05 -0.001
H -0.79 -1.74 5.27 0.313
H -0.12 2.30 4.73 0.312
C 2.85 0.36 -2.92 -0.314
H 2.70 -0.65 -3.29 0.284
C -2.54 2.38 -0.73 -0.155
H 0.24 2.40 -1.70 0.242
H 1.72 -4.78 0.78 0.157
H 2.00 -2.74 -0.79 -0.060
H -0.68 -0.49 -2.76 0.297
H 0.11 1.42 2.60 0.201
H -0.04 -1.23 2.58 0.550
N -0.16 -0.58 -0.29 0.891
H 0.81 -4.89 2.27 0.348
H -0.88 -0.51 -5.58 0.280
O -3.63 3.30 -0.49 -0.583
H 1.01 3.49 0.09 -0.121
H -3.12 2.35 2.52 0.357
O -0.01 0.44 -1.02 -0.314
H -3.52 4.04 -1.08 0.289
H 1.31 2.69 2.89 0.380
H -2.59 1.15 3.67 0.153
H 0.60 -3.46 1.27 -0.047
H -0.20 3.06 2.02 -0.005
O -0.80 -0.96 -3.61 -0.507
```

## Properties
charge = -1
E_tot = -35972.01706 eV
maximum force = 0.7 eV/Å
HOMO-LUMO gap = 9.003 eV
ΔE to the lowest compared entry with this formula, charge and spin = 0.0 kcal/mol
LUMO = 2.828 eV
HOMO = -0.2269 Eh

***

[3]
Density functional theory data (ωB97M-V/def2-TZVPD) for one molecule with the formula C10H11N2O2P in a non-equilibrium geometry.

```
26
Properties=species:S:1:pos:R:3:mulliken_charge:R:1
C -0.83 1.16 1.09 -0.994
P -1.38 -1.24 0.01 0.524
H 4.27 0.11 2.00 0.315
H 2.32 -0.05 3.94 0.264
N -1.24 -1.16 -3.79 -0.587
C 2.74 0.57 0.59 -0.404
C 3.16 0.19 1.87 -0.645
C -2.13 -0.15 -3.61 -0.560
C -0.77 -1.42 -2.62 0.002
H -1.26 1.76 1.83 0.485
H 0.05 -2.20 -2.46 0.355
O -0.13 -1.92 0.18 -0.603
H 0.26 0.47 3.45 0.536
H -2.59 -1.90 0.09 0.034
C 0.86 0.39 2.63 -0.792
H -2.71 0.26 -4.42 0.375
C 1.46 0.89 0.35 -0.213
H 1.11 1.16 -0.64 0.298
H -0.90 1.72 0.25 0.407
C 0.52 0.73 1.32 0.879
O -1.73 -0.04 0.95 -0.348
C 2.17 0.09 2.84 -0.183
N -1.41 -0.75 -1.64 0.323
C -2.36 0.01 -2.27 -0.249
H -2.98 0.72 -1.74 0.397
H 3.49 0.59 -0.18 0.383
```

## Properties
charge = 0
E_tot = -26912.64019 eV
structure (SMILES) = O=[P@@H](OCc1ccccc1)n1ccnc1
maximum force = 4.3 eV/Å
HOMO-LUMO gap = 9.795 eV
ΔE to the lowest compared entry with this formula, charge and spin = 1.1 kcal/mol
LUMO = 0.645 eV
HOMO = -0.3363 Eh

***

[4]
Density functional theory data (ωB97M-V/def2-TZVPD) for C37H44IrO5Sb as an isolated structure in a non-equilibrium geometry.

```
88
Properties=species:S:1:pos:R:3:mulliken_spin:R:1
C -3.54 7.86 19.36 0.179
C -5.53 14.38 15.96 0.079
H -0.68 9.30 16.31 0.007
H -2.24 11.50 16.60 0.002
H -5.86 10.92 12.84 0.004
H -0.08 8.86 17.97 0.003
H -11.53 13.22 12.84 0.004
H -8.21 7.06 16.80 0.002
H -3.24 15.94 18.56 0.001
H -6.76 16.35 14.21 -0.011
C -5.68 8.71 20.53 -0.002
H -6.25 11.17 19.25 0.000
H -4.80 16.10 11.49 0.000
C -2.68 11.70 17.56 -0.017
C -5.28 14.07 11.74 -0.037
C -2.56 7.99 18.34 0.077
C -6.68 10.72 15.41 -0.101
O -7.41 11.66 14.84 0.161
C -4.26 10.16 18.94 0.073
Sb -6.66 13.48 14.38 0.749
H -1.83 12.17 18.12 0.002
O -5.53 10.81 15.81 0.147
H -4.91 15.61 13.21 -0.007
C -3.09 10.39 18.20 0.093
H -4.54 6.28 20.38 0.008
H -10.26 17.17 13.69 -0.004
C -8.58 14.27 13.90 0.309
C -7.82 16.73 14.26 -0.031
H -4.48 12.22 9.01 0.000
C -3.91 15.51 17.81 0.034
H -7.87 9.15 14.48 -0.002
C -11.12 15.26 13.21 0.210
C -5.25 11.40 10.87 0.002
H -8.22 14.81 16.65 0.010
C -5.33 15.51 12.20 0.043
H -5.23 10.35 10.53 0.000
C -7.61 14.36 17.45 0.040
O -5.18 6.69 16.93 0.052
H -3.72 14.29 14.69 0.004
C -4.18 14.61 15.62 0.007
H -5.75 7.70 20.88 0.004
C -1.83 6.83 17.77 -0.022
C -10.80 13.91 13.18 0.252
Ir -4.68 8.83 17.13 2.173
H -5.59 9.44 21.33 0.001
H -12.10 15.64 12.91 0.011
H -7.80 17.45 13.44 0.040
C -3.54 6.66 20.25 -0.015
C -2.22 9.33 17.93 0.114
H -5.04 11.59 20.41 0.002
C -6.12 14.62 17.21 -0.071
H -9.45 12.29 13.64 0.035
C -5.19 11.37 19.32 -0.054
H -4.39 14.54 9.81 0.000
C -5.23 15.18 18.16 -0.004
O -6.44 4.93 16.81 0.008
C -6.27 6.20 16.60 0.012
C -5.66 13.05 12.55 0.002
O -6.74 8.40 16.03 0.026
H -4.93 12.29 18.79 0.010
C -8.86 15.63 13.99 0.171
C -7.39 7.12 16.08 -0.003
H -3.44 12.49 17.54 0.003
H -7.88 17.38 15.15 0.032
H -2.40 15.63 16.29 0.001
H -3.28 6.95 21.32 0.011
C -4.85 13.75 10.46 -0.001
C -10.12 16.08 13.71 0.080
H -5.57 4.57 17.03 0.000
C -5.64 11.71 12.14 -0.044
H -5.55 15.24 19.20 0.000
C -4.50 8.91 19.58 0.082
H -8.35 9.63 16.16 0.002
C -0.79 9.53 17.40 -0.007
H -0.49 10.56 17.45 0.001
C -4.84 12.44 10.02 0.002
C -9.60 13.34 13.63 0.116
H -7.83 13.28 17.50 -0.016
H -2.85 5.85 20.01 0.000
H -6.59 8.96 20.01 0.001
C -7.51 9.46 15.49 -0.020
H -2.51 6.01 17.70 -0.003
H -7.93 14.87 18.40 0.001
C -3.39 15.26 16.56 -0.011
H -1.38 7.04 16.80 0.003
H -0.94 6.59 18.41 0.003
H -7.75 6.82 15.11 0.000
H -6.38 15.78 12.30 -0.016
```

## Properties
charge = +3
E_tot = -58664.55800 eV
maximum force = 3.9 eV/Å
HOMO-LUMO gap (spin up / spin down) = 4.686 / 4.825 eV
ΔE to the lowest compared entry with this formula, charge and spin = 26.3 kcal/mol
<S²> = 8.783
LUMO (spin up / spin down) = -7.351 / -11.215 eV
HOMO (spin up / spin down) = -0.4424 / -0.5895 Eh
multiplicity = 6

***

Repeat the second record exactly.
Density functional theory data (ωB97M-V/def2-TZVPD) for a 10-piece molecular cluster, C9H36NO12 overall.

```
58
Properties=species:S:1:pos:R:3:mulliken_charge:R:1
O 0.81 3.14 -1.96 -0.541
H 0.46 0.28 -4.70 0.157
H 2.62 0.37 -1.86 0.067
H -2.62 0.70 1.97 -0.025
O -0.22 -0.43 0.95 -0.901
O 0.17 -1.57 3.47 -0.529
H 2.15 -4.40 -3.07 0.252
O -0.44 2.88 4.03 -0.566
C -0.59 -0.03 -4.64 -0.524
O 4.20 0.81 -3.15 -0.594
H -1.01 -0.18 4.50 -0.021
H -1.23 0.86 -4.52 0.190
H -4.99 1.13 2.18 0.301
C 0.75 -4.53 1.23 -0.219
H -1.88 -1.60 3.88 0.250
H 2.39 2.68 -0.68 0.183
C 1.61 3.44 -0.83 -0.146
H 2.19 1.02 -3.48 0.241
H 3.30 -3.90 -1.07 0.350
O -4.48 0.85 2.95 -0.596
C 2.58 -3.24 -1.57 -0.289
C -3.14 1.27 2.74 -0.152
H -0.40 -6.04 0.78 0.258
C -0.93 -1.26 4.30 -0.392
O -0.33 -5.11 0.53 -0.491
H 4.77 0.32 -2.55 0.289
O 1.65 -3.92 -2.40 -0.478
O -0.24 -1.69 -0.81 -0.651
H -1.58 2.85 -0.50 0.114
C 0.24 2.48 2.82 -0.321
H 3.12 -2.49 -2.15 0.213
H 2.08 4.41 -1.00 0.327
H -2.59 2.02 -1.76 0.296
H -2.69 1.55 -0.05 -0.001
H -0.79 -1.74 5.27 0.313
H -0.12 2.30 4.73 0.312
C 2.85 0.36 -2.92 -0.314
H 2.70 -0.65 -3.29 0.284
C -2.54 2.38 -0.73 -0.155
H 0.24 2.40 -1.70 0.242
H 1.72 -4.78 0.78 0.157
H 2.00 -2.74 -0.79 -0.060
H -0.68 -0.49 -2.76 0.297
H 0.11 1.42 2.60 0.201
H -0.04 -1.23 2.58 0.550
N -0.16 -0.58 -0.29 0.891
H 0.81 -4.89 2.27 0.348
H -0.88 -0.51 -5.58 0.280
O -3.63 3.30 -0.49 -0.583
H 1.01 3.49 0.09 -0.121
H -3.12 2.35 2.52 0.357
O -0.01 0.44 -1.02 -0.314
H -3.52 4.04 -1.08 0.289
H 1.31 2.69 2.89 0.380
H -2.59 1.15 3.67 0.153
H 0.60 -3.46 1.27 -0.047
H -0.20 3.06 2.02 -0.005
O -0.80 -0.96 -3.61 -0.507
```

## Properties
charge = -1
E_tot = -35972.01706 eV
maximum force = 0.7 eV/Å
HOMO-LUMO gap = 9.003 eV
ΔE to the lowest compared entry with this formula, charge and spin = 0.0 kcal/mol
LUMO = 2.828 eV
HOMO = -0.2269 Eh